Molecular formula: C42H40GeMgN4O5S2
Method: DFT, the ωB97M-V functional and the def2-TZVPD basis

Cartesian coordinates (Å):
1 Mg -0.0972 0.4053 1.2093
2 Ge -0.9669 -2.5885 -2.1701
3 C -2.7158 -2.1772 -2.7061
4 C -3.7214 -3.0530 -2.2723
5 C -5.0226 -2.8709 -2.7108
6 C -5.3254 -1.7933 -3.5311
7 C -4.3384 -0.8978 -3.9395
8 C -3.0317 -1.0978 -3.5467
9 C 0.6058 -2.2471 -3.1703
10 C 1.6243 -3.1967 -3.0246
11 C 2.7401 -3.1428 -3.8457
12 C 2.8593 -2.1231 -4.7776
13 C 1.8643 -1.1580 -4.9090
14 C 0.7336 -1.2229 -4.1177
15 H -0.7928 -3.6063 -1.0393
16 H -3.4986 -3.8693 -1.5941
17 H -5.8001 -3.5480 -2.3853
18 H -6.3470 -1.6397 -3.8529
19 H -4.5949 -0.0467 -4.5544
20 H -2.2714 -0.3949 -3.8628
21 H 1.5427 -3.9882 -2.2876
22 H 3.5119 -3.8961 -3.7619
23 H 3.7302 -2.0819 -5.4183
24 H 1.9657 -0.3732 -5.6459
25 H -0.0494 -0.4865 -4.2470
26 N -1.2230 1.0348 2.9880
27 C -2.0675 1.8763 2.1472
28 C -3.4437 1.7388 2.1723
29 C -4.1913 2.2840 1.1376
30 C -3.5775 2.9710 0.1018
31 C -2.2235 3.2588 0.1826
32 C -1.4544 2.6863 1.1898
33 S -4.4286 3.2268 -1.4689
34 O -3.9527 4.4955 -1.9522
35 O -5.8297 3.0914 -1.1476
36 O -3.8976 2.0788 -2.2231
37 H -0.7042 1.5905 3.6640
38 H -1.8141 0.4084 3.5249
39 H -3.9225 1.1482 2.9456
40 H -5.2657 2.1528 1.0990
41 H -1.7750 3.8703 -0.5905
42 H -0.3858 2.8826 1.2251
43 C 5.1142 -2.5098 -1.0080
44 C 3.7910 -1.9674 -0.5731
45 C 3.2523 -0.8177 -1.1502
46 C 2.0456 -0.3301 -0.6970
47 N 1.3384 -0.9078 0.2862
48 C 1.8483 -2.0180 0.8340
49 C 3.0489 -2.5733 0.4384
50 H 5.2862 -2.3240 -2.0668
51 H 5.1913 -3.5781 -0.8147
52 H 5.9157 -2.0148 -0.4549
53 H 3.7669 -0.3049 -1.9521
54 H 1.6263 0.5691 -1.1378
55 H 1.2726 -2.4780 1.6298
56 H 3.4043 -3.4720 0.9243
57 N -6.8579 -0.8627 0.0277
58 C -5.9179 -1.8002 0.2491
59 O -6.1357 -2.9822 0.4249
60 C -4.4890 -1.3099 0.2780
61 C -3.5763 -1.9686 1.1087
62 C -2.2645 -1.5594 1.0967
63 N -1.8163 -0.5337 0.3324
64 C -2.6969 0.0677 -0.4698
65 C -4.0333 -0.2974 -0.5374
66 H -7.8180 -1.1587 -0.0522
67 H -6.6308 0.0876 -0.2177
68 H -3.8997 -2.7970 1.7238
69 H -1.5276 -2.0576 1.7212
70 H -2.3571 0.8878 -1.0903
71 H -4.6526 0.2584 -1.2298
72 O 1.4695 1.4841 1.6796
73 S 2.0909 2.0977 2.9404
74 C 3.1699 3.3672 2.3256
75 C 3.2061 3.6661 0.9758
76 C 4.0354 4.6945 0.5482
77 C 4.7997 5.4006 1.4633
78 C 4.7425 5.0910 2.8176
79 C 3.9187 4.0710 3.2609
80 C 3.2441 0.8848 3.5187
81 C 3.0265 0.3541 4.7820
82 C 3.8896 -0.6253 5.2584
83 C 4.9422 -1.0564 4.4692
84 C 5.1497 -0.5164 3.2016
85 C 4.3025 0.4628 2.7182
86 H 2.5948 3.1128 0.2768
87 H 4.0760 4.9494 -0.5017
88 H 5.4387 6.2041 1.1245
89 H 5.3344 5.6502 3.5287
90 H 3.8662 3.8294 4.3155
91 H 2.2093 0.7134 5.3953
92 H 3.7439 -1.0390 6.2466
93 H 5.6204 -1.8100 4.8463
94 H 5.9896 -0.8469 2.6054
95 H 4.4638 0.9131 1.7460

**Total charge**: +2
**ΔE to the lowest compared entry with this formula, charge and spin**: 2.042 eV
**Gap between HOMO and LUMO**: 5.572 eV
**E**: -144020.528 eV
**LUMO level**: -7.00 eV

Let us look at the Löwdin charges, expressed in e, one per atom: 0.721, 1.275, -0.377, -0.116, -0.051, -0.014, -0.034, -0.093, -0.365, -0.130, -0.064, -0.036, -0.045, -0.090, 0.007, 0.110, 0.124, 0.127, 0.129, 0.103, 0.100, 0.120, 0.123, 0.122, 0.100, 0.061, -0.329, -0.011, -0.033, -0.242, -0.024, -0.066, 0.431, -0.301, -0.323, -0.374, 0.099, 0.110, 0.129, 0.123, 0.133, 0.100, -0.015, -0.247, -0.002, -0.129, -0.023, -0.110, 0.001, 0.086, 0.094, 0.098, 0.133, 0.129, 0.122, 0.129, 0.223, -0.506, 0.079, -0.098, 0.031, -0.140, -0.018, -0.130, -0.005, 0.133, 0.107, 0.136, 0.116, 0.115, 0.112, -0.590, 1.100, -0.390, -0.070, -0.050, -0.044, -0.043, -0.066, -0.388, -0.073, -0.050, -0.044, -0.053, -0.060, 0.102, 0.117, 0.120, 0.121, 0.122, 0.113, 0.120, 0.119, 0.114, 0.122